Version w
The following is a DFT calculation (ωB97M-V with the def2-TZVPD basis set) of a 8-piece molecular cluster, C24H32O24 overall.

```
80
C24H32O24 | OMol25 | ωB97M-V with the def2-TZVPD basis set
O 0.37150 -3.67134 0.31935
C 0.07441 -3.92169 -0.86005
O 0.94379 -4.34144 -1.79781
C 0.26810 -4.60808 -2.98577
C -1.10089 -4.04207 -2.75273
O -1.10730 -3.66055 -1.41456
H 0.79929 -4.03860 -3.74841
H 0.10743 -5.66789 -3.18347
H -1.81216 -4.85589 -2.89376
H -1.39116 -3.19539 -3.37481
O -3.56251 0.27345 5.42659
C -2.43113 0.67792 5.07124
O -1.51343 1.44440 5.72105
C -0.33325 1.41023 4.91383
C -0.87202 1.11634 3.60372
O -2.03299 0.40100 3.87999
H 0.30273 2.29276 4.98283
H 0.35782 0.66343 5.30475
H -0.20753 0.53144 2.96777
H -1.09649 2.01187 3.02429
O 2.76295 -0.49144 5.34576
C 2.31980 -1.14243 4.42428
O 3.05978 -2.03036 3.66580
C 2.34164 -2.77491 2.73949
C 0.95197 -2.32100 3.02986
O 1.04943 -1.31222 4.05454
H 2.65151 -2.49189 1.73352
H 2.45874 -3.85137 2.86447
H 0.36919 -3.14369 3.44416
H 0.40281 -1.93985 2.16890
O -0.04558 3.30911 -2.89554
C -0.97065 3.53139 -2.11543
O -1.59631 4.76272 -2.05674
C -2.78585 4.70484 -1.38153
C -2.79333 3.32028 -0.83798
O -1.70255 2.68384 -1.44859
H -2.97092 5.37370 -0.54101
H -3.52898 4.91903 -2.14962
H -3.75005 2.83135 -1.02159
H -2.71390 3.12863 0.23209
O -5.40159 -3.52574 -5.43824
C -5.29232 -3.25665 -4.22026
O -5.78954 -2.18418 -3.63152
C -5.33655 -2.05381 -2.29640
C -4.75099 -3.42945 -2.01742
O -4.71678 -4.08222 -3.27226
H -4.60631 -1.24596 -2.34348
H -6.18830 -1.90815 -1.63202
H -5.37928 -4.10017 -1.43133
H -3.80549 -3.37338 -1.47797
O -2.29286 -0.60178 -2.44754
C -1.33144 -0.42040 -1.70518
O -0.04584 -0.09086 -2.20473
C 0.90720 0.01031 -1.17592
C 0.01715 0.15106 0.05544
O -1.19726 -0.52641 -0.35339
H 1.57480 -0.84242 -1.05235
H 1.46299 0.94258 -1.27634
H -0.27064 1.16175 0.34488
H 0.60614 -0.39377 0.79324
O -1.30043 5.02714 1.77679
C -0.27714 4.89783 1.12187
O 0.38004 5.88041 0.40357
C 1.51167 5.30038 -0.20122
C 1.41760 3.88531 -0.02932
O 0.41542 3.74221 0.93866
H 1.38937 5.70903 -1.20430
H 2.45898 5.76246 0.07661
H 2.44103 3.69042 0.29118
H 1.23487 3.32919 -0.94880
O 3.73306 -1.43079 -0.00089
C 4.72335 -0.81520 -0.35232
O 5.71519 -0.59103 0.55655
C 6.87884 -0.16011 -0.13894
C 6.42453 -0.08167 -1.55526
O 5.05266 -0.38112 -1.59204
H 7.12841 0.83478 0.22989
H 7.63778 -0.91016 0.08369
H 7.02119 -0.73272 -2.19419
H 6.57656 0.92769 -1.93760
```

Calculated values
E_LUMO = -0.182 eV
2S+1 = 1
charge = 0
HOMO = -0.3787 hartree
SMILES = O=C1OCCO1.O=C1OCCO1.O=C1OCCO1.O=C1OCCO1.O=C1OCCO1.O=C1OCCO1.O=C1OCCO1.O=C1OCCO1
Kohn-Sham gap = 10.12 eV

Löwdin atomic charge list, values in e, 6 entries:
1 O 0.113
2 C -0.503
3 O 0.084
4 C -0.124
5 C -0.138
6 O 0.071

***

Version x
The following is a DFT calculation (ωB97M-V with the def2-TZVPD basis set) of a 8-piece molecular cluster, C24H32O24 overall.

```
80
C24H32O24 | OMol25 | ωB97M-V with the def2-TZVPD basis set
O 0.77958 -1.68420 3.52386
C -0.07480 -1.35860 4.26453
O -1.26225 -0.98725 3.83432
C -2.17266 -1.11780 4.80904
C -1.29658 -1.03886 6.07470
O -0.10307 -1.49148 5.57720
H -2.91301 -0.33289 4.96363
H -2.54465 -2.14233 4.80124
H -1.68336 -1.57577 6.94087
H -1.16857 -0.06471 6.54665
O -1.39645 -0.82650 -2.52863
C -0.70754 -0.50145 -1.57836
O 0.53514 -0.06291 -1.70639
C 1.12410 0.10843 -0.47401
C 0.12749 -0.52022 0.46556
O -1.01501 -0.68278 -0.30900
H 2.01457 -0.51953 -0.50284
H 1.37255 1.14311 -0.23776
H 0.07895 0.21189 1.27164
H 0.39599 -1.54766 0.71126
O -0.53877 2.07671 3.04328
C -0.98900 2.79813 3.97511
O -1.61200 4.01052 3.86230
C -1.93473 4.47706 5.15509
C -1.23106 3.53774 6.13199
O -0.77227 2.50366 5.29176
H -1.48761 5.46661 5.24983
H -3.01781 4.44723 5.27409
H -1.72109 3.08412 6.99349
H -0.32127 4.01709 6.49339
O 2.19275 -3.53933 -6.69863
C 1.76490 -3.70159 -5.61834
O 2.21310 -4.53490 -4.61830
C 1.23439 -4.68132 -3.58850
C 0.67559 -3.25238 -3.71014
O 0.74958 -3.02629 -5.08622
H 0.56599 -5.53944 -3.65902
H 1.85692 -4.69464 -2.69386
H 1.32054 -2.57419 -3.15139
H -0.31860 -3.07724 -3.29903
O 0.21617 -6.98741 -0.01880
C -0.18599 -6.12631 0.73128
O -1.09190 -6.39497 1.56658
C -1.58405 -5.18272 2.13959
C -0.52454 -4.15420 1.83397
O 0.15317 -4.82517 0.79703
H -2.51089 -4.89192 1.64511
H -1.53121 -5.38230 3.20986
H 0.15315 -4.00961 2.67534
H -1.01528 -3.29000 1.38627
O -0.26302 1.02745 -7.08709
C -0.96553 0.03878 -6.99519
O -0.83861 -1.11996 -7.65588
C -1.68751 -2.10731 -7.14574
C -2.43466 -1.39862 -6.08797
O -2.00787 -0.06817 -6.20985
H -2.27871 -2.49022 -7.97757
H -1.00345 -2.84981 -6.73485
H -2.21162 -1.75092 -5.08088
H -3.49761 -1.27048 -6.29243
O 4.61301 2.38838 -3.41866
C 4.44868 2.64155 -2.23902
O 3.31859 2.47416 -1.51810
C 3.44347 3.13050 -0.27742
C 4.90430 3.48813 -0.20420
O 5.26576 3.39244 -1.53498
H 2.85944 4.00857 -0.55309
H 2.94177 2.50994 0.46509
H 5.40226 2.79889 0.47777
H 5.05942 4.51152 0.13743
O 1.65060 6.42345 0.49937
C 0.64481 5.76850 0.43737
O -0.55245 6.05242 1.00657
C -1.59713 5.11450 0.68733
C -0.67067 3.96871 0.13225
O 0.52944 4.56923 -0.25253
H -2.04639 4.86446 1.64845
H -2.30094 5.55038 -0.02173
H -1.13593 3.60236 -0.78286
H -0.38802 3.16981 0.81778
```

Calculated values
E_LUMO = -0.486 eV
2S+1 = 1
charge = 0
HOMO = -0.3667 hartree
SMILES = O=C1OCCO1.O=C1OCCO1.O=C1OCCO1.O=C1OCCO1.O=C1OCCO1.O=C1OCCO1.O=C1OCCO1.O=C1OCCO1
Kohn-Sham gap = 9.49 eV

Löwdin atomic charge list, values in e, 6 entries:
1 O 0.176
2 C -0.608
3 O 0.079
4 C -0.147
5 C -0.144
6 O 0.107

***

Quick one: most stable of them? version w

***

Version w
The following is a DFT calculation (ωB97M-V with the def2-TZVPD basis set) of a 2-piece molecular cluster, C41H43N3O3 overall.

```
90
C41H43N3O3 | OMol25 | ωB97M-V with the def2-TZVPD basis set
C 4.19532 3.65016 2.83322
N 3.50720 2.70833 1.98715
C 4.19736 1.95899 1.07020
O 5.40677 2.00361 0.84201
C 3.19755 1.02698 0.40968
C 3.55756 -0.45305 0.57753
C 3.66613 -0.82078 2.03354
C 4.82220 -0.48430 2.74403
C 4.90579 -0.74745 4.10822
C 3.83801 -1.35878 4.76880
C 2.70386 -1.74024 4.04726
C 2.62320 -1.48984 2.67778
N 1.93684 1.36214 1.05675
C 0.79007 0.72775 0.73862
C -0.41461 0.89461 1.41468
C -1.56502 0.18100 1.07645
C -2.81323 0.32486 1.76828
C -3.91746 -0.53925 1.50356
C -5.12052 -0.39332 2.19462
C -5.27292 0.61583 3.15837
C -4.19849 1.47033 3.43380
C -2.99258 1.33464 2.75592
C 2.09958 2.36503 2.13776
C 1.81672 1.81873 3.56653
C 1.33276 3.02093 4.38014
C 0.98031 4.15519 3.38908
C 1.21095 3.62817 1.97208
H 5.21963 3.76588 2.45888
H 3.69341 4.62603 2.81955
H 4.23535 3.30135 3.87623
H 3.15211 1.29940 -0.65956
H 2.80322 -1.06154 0.06541
H 4.52111 -0.61148 0.07601
H 5.65280 -0.00570 2.21914
H 5.81077 -0.47290 4.64778
H 3.89930 -1.55128 5.84296
H 1.87785 -2.24445 4.54688
H 1.75528 -1.81016 2.09205
H 0.83331 0.02289 -0.09272
H -0.40895 1.59572 2.24982
H -1.52326 -0.51444 0.23441
H -3.79195 -1.32699 0.75684
H -5.95294 -1.06234 1.98113
H -6.22116 0.73599 3.68545
H -4.29894 2.25913 4.17953
H -2.16673 2.01786 2.97313
H 1.06083 1.02648 3.51577
H 2.73117 1.36057 3.96622
H 0.45504 2.75519 4.98498
H 2.11226 3.34771 5.08215
H -0.06102 4.47432 3.52886
H 1.61358 5.03190 3.57853
H 1.72818 4.34313 1.31919
H 0.26856 3.34821 1.49151
C -1.65237 -4.93655 1.07561
C -0.82528 -3.77495 0.59914
O -0.97901 -3.69676 -0.83794
C -0.26382 -2.70423 -1.42341
C -0.74398 -2.50879 -2.80219
N -0.53845 -1.44517 -3.50120
C -1.29178 -1.02229 -4.53866
C -0.61246 -0.38066 -5.65838
C -1.24681 0.57958 -6.47756
C -0.53701 1.19117 -7.50751
C 0.79286 0.83895 -7.76901
C 1.42726 -0.10822 -6.95452
C 0.73825 -0.69862 -5.89653
C -2.75643 -1.16768 -4.50401
C -3.55869 -1.25916 -5.67202
C -4.93768 -1.47223 -5.57392
C -5.55231 -1.58910 -4.32399
C -4.77691 -1.48155 -3.16135
C -3.39468 -1.30019 -3.25530
O 0.62152 -2.07199 -0.84734
H -1.60707 -4.99470 2.16228
H -2.69982 -4.84921 0.78259
H -1.27636 -5.87516 0.66511
H -1.17723 -2.82731 1.03345
H 0.23639 -3.92390 0.83057
H -1.29375 -3.36386 -3.22691
H -2.27981 0.86230 -6.27026
H -1.02288 1.95256 -8.11133
H 1.33236 1.29273 -8.60275
H 2.46211 -0.39198 -7.13785
H 1.22882 -1.43036 -5.25525
H -3.09544 -1.19703 -6.65742
H -5.53821 -1.55437 -6.48200
H -6.62844 -1.77311 -4.25091
H -5.23850 -1.53968 -2.17782
H -2.80650 -1.24927 -2.33754
```

Calculated values
E_LUMO = -2.152 eV
2S+1 = 1
charge = 0
HOMO = -0.1698 hartree
Kohn-Sham gap = 2.47 eV

Löwdin atomic charge list, values in e, 6 entries:
1 C 0.003
2 N -0.010
3 C -0.391
4 O 0.066
5 C -0.148
6 C -0.064

***

Version x
The following is a DFT calculation (ωB97M-V with the def2-TZVPD basis set) of a 2-piece molecular cluster, C41H43N3O3 overall.

```
90
C41H43N3O3 | OMol25 | ωB97M-V with the def2-TZVPD basis set
C 4.08744 3.54389 2.65357
N 3.46346 2.66074 1.71193
C 4.22591 1.93252 0.84451
O 5.44303 2.03317 0.68434
C 3.30811 0.98047 0.11026
C 3.68787 -0.48164 0.33223
C 3.62506 -0.83878 1.79869
C 4.65628 -0.46663 2.66973
C 4.57966 -0.78092 4.02733
C 3.47147 -1.48255 4.51611
C 2.45366 -1.89258 3.64390
C 2.54431 -1.58238 2.28577
N 2.01075 1.31042 0.65993
C 0.88749 0.74410 0.18318
C -0.33007 0.72852 0.85256
C -1.48557 0.22293 0.26853
C -2.71707 0.13259 1.01514
C -3.71114 -0.85347 0.77166
C -4.89126 -0.88462 1.51148
C -5.11730 0.05273 2.52774
C -4.13716 1.00845 2.81922
C -2.96760 1.05432 2.07000
C 2.08154 2.25044 1.79889
C 1.78218 1.60610 3.18442
C 1.30746 2.75032 4.07729
C 0.87703 3.91579 3.16101
C 1.13978 3.49448 1.71207
H 5.03932 3.86494 2.22711
H 3.44830 4.41097 2.81936
H 4.28459 3.06063 3.62160
H 3.31944 1.21967 -0.96476
H 3.00801 -1.12610 -0.24364
H 4.72162 -0.58670 -0.03163
H 5.53000 0.05059 2.26192
H 5.38951 -0.46911 4.69546
H 3.40961 -1.73276 5.57828
H 1.58281 -2.44433 4.01277
H 1.78297 -1.91680 1.57639
H 0.97171 0.31628 -0.81927
H -0.37683 1.17591 1.85686
H -1.50070 0.25447 -0.87673
H -3.54916 -1.61491 0.01798
H -5.62470 -1.66224 1.30710
H -6.03074 0.02673 3.12220
H -4.26284 1.72052 3.63461
H -2.24103 1.84496 2.26987
H 1.01151 0.83429 3.06808
H 2.68744 1.10190 3.54767
H 0.47595 2.41939 4.71260
H 2.12462 3.06209 4.74115
H -0.18559 4.14558 3.31234
H 1.43900 4.82664 3.40705
H 1.62759 4.27642 1.11416
H 0.21247 3.19493 1.21026
C -1.20738 -4.87911 1.53615
C -0.35449 -3.73851 1.06867
O -1.15514 -3.03604 0.06104
C -0.43520 -2.12954 -0.61932
C -1.31161 -1.22100 -1.40405
N -0.78836 -0.94220 -2.62559
C -1.45664 -0.60511 -3.70742
C -0.64954 -0.15678 -4.86323
C -1.18894 0.62310 -5.90964
C -0.39346 1.00915 -6.98821
C 0.95113 0.63029 -7.03112
C 1.49685 -0.13911 -5.99059
C 0.70875 -0.50464 -4.89489
C -2.92047 -0.75544 -3.88372
C -3.36803 -1.27328 -5.12093
C -4.71802 -1.54498 -5.34147
C -5.63486 -1.36849 -4.30218
C -5.21733 -0.84934 -3.07013
C -3.88015 -0.47366 -2.88468
O 0.79015 -2.13119 -0.63486
H -0.84124 -5.25703 2.49175
H -2.25613 -4.58674 1.64245
H -1.13427 -5.69331 0.80718
H -0.13764 -3.01653 1.87153
H 0.58219 -4.07571 0.60422
H -2.34824 -1.57004 -1.35590
H -2.22903 0.92154 -5.87357
H -0.83823 1.59571 -7.79230
H 1.57223 0.93838 -7.88027
H 2.53915 -0.44759 -6.02978
H 1.12947 -1.05137 -4.05285
H -2.64893 -1.44492 -5.92170
H -5.03187 -1.91139 -6.32075
H -6.68537 -1.63367 -4.44730
H -5.91513 -0.74799 -2.23425
H -3.59434 0.05415 -1.97258
```

Calculated values
E_LUMO = -0.863 eV
2S+1 = 1
charge = 0
HOMO = -0.2295 hartree
Kohn-Sham gap = 5.38 eV

Löwdin atomic charge list, values in e, 6 entries:
1 C -0.001
2 N -0.010
3 C -0.397
4 O 0.060
5 C -0.168
6 C -0.064

***

Quick one: most stable of them? version w

***

Version w
The following is a DFT calculation (ωB97M-V with the def2-TZVPD basis set) of one molecule with the formula C2H4NP.

```
8
C2H4NP | OMol25 | ωB97M-V with the def2-TZVPD basis set
C 1.75483 -0.32056 -0.01449
C -0.78910 0.10616 -0.03192
N -2.37187 -0.28048 0.05654
P 0.33982 -1.22341 -0.15181
H 2.71668 -0.80475 -0.05612
H 1.76950 0.74776 0.13678
H -0.56774 1.15858 -0.03131
H -2.85212 0.61669 0.09234
```

Calculated values
E_LUMO (spin up / spin down) = 0.625 / -2.312 eV
2S+1 = 3
charge = 0
HOMO (spin up / spin down) = -0.2903 / -0.3740 hartree
Kohn-Sham gap (spin up / spin down) = 8.53 / 7.86 eV
⟨S²⟩ = 2.041

Löwdin atomic charge list, values in e, 6 entries:
1 C -0.358
2 C -0.444
3 N 0.013
4 P 0.812
5 H -0.017
6 H -0.004

***

Version x
The following is a DFT calculation (ωB97M-V with the def2-TZVPD basis set) of one molecule with the formula C2H4NP.

```
8
C2H4NP | OMol25 | ωB97M-V with the def2-TZVPD basis set
C -0.12921 1.05551 -1.51456
C 0.07939 -0.24671 0.87212
N -0.38068 0.37180 -2.45702
P 1.23236 0.57675 0.09971
H -0.40844 0.00573 1.78105
H -0.12484 -1.27045 0.62562
H -0.01652 -0.47675 -2.83176
H 1.09307 1.60504 1.03207
```

Calculated values
E_LUMO (spin up / spin down) = 1.087 / -1.774 eV
2S+1 = 3
charge = 0
HOMO (spin up / spin down) = -0.2336 / -0.3732 hartree
Kohn-Sham gap (spin up / spin down) = 7.44 / 8.38 eV
⟨S²⟩ = 2.008

Löwdin atomic charge list, values in e, 6 entries:
1 C -0.273
2 C -0.437
3 N 0.015
4 P 0.732
5 H 0.005
6 H 0.002

***

Quick one: most stable of them? version w